Record 1
DFT (wB97M-V/def2-TZVPD) results for a cluster of 2 separate species, C4H13N2 in total.

Atoms and positions in Å:
C 2.667 -0.060 -0.268
N 2.537 -1.025 0.707
C 1.348 0.987 -0.413
N 0.268 0.256 -0.572
C -2.706 0.573 0.246
C -2.505 -0.930 0.184
H 2.780 -0.505 -1.252
H 3.525 0.557 -0.071
H 1.603 -1.390 0.840
H 3.009 -0.844 1.586
H 1.581 1.680 -1.232
H 1.317 1.547 0.526
H -2.778 0.938 1.269
H 0.052 0.144 -1.573
H -3.592 0.919 -0.257
H -1.840 1.090 -0.218
H -2.654 -1.311 -0.826
H -3.132 -1.476 0.878
H -1.477 -1.148 0.443

For the HOMO-LUMO gap, the calculation gives 6.88 eV. As for the total charge: +1. Its energy above the lowest of the compared OMol25 structures with the same formula, charge and spin is 528.6 kJ/mol. As for the multiplicity: 1.


Record 2
DFT (wB97M-V/def2-TZVPD) results for a cluster of 2 separate species, C4H13N2 in total.

Atoms and positions in Å:
C -2.047 0.488 -1.481
C -2.200 1.010 0.851
N -1.485 0.764 -0.156
H -1.765 -0.525 -1.767
H -1.612 1.180 -2.199
H -3.130 0.580 -1.466
H -3.287 1.036 0.778
H -1.703 1.198 1.796
H -0.322 0.746 -0.051
C 2.101 -1.434 1.065
C 1.518 -0.806 -0.190
N 1.154 0.627 0.035
H 1.371 -1.492 1.868
H 2.435 -2.446 0.837
H 2.968 -0.867 1.400
H 2.239 -0.886 -1.003
H 0.617 -1.332 -0.488
H 1.610 0.956 0.880
H 1.539 1.202 -0.708

For the HOMO-LUMO gap, the calculation gives 10.88 eV. As for the total charge: +1. Its energy above the lowest of the compared OMol25 structures with the same formula, charge and spin is 115.3 kJ/mol. As for the multiplicity: 1.


Record 3
DFT (wB97M-V/def2-TZVPD) results for a cluster of 2 separate species, C4H13N2 in total.

Atoms and positions in Å:
N 1.395 -0.080 0.539
C 1.069 -0.496 -0.868
C 0.081 0.485 -1.481
N -0.007 0.219 -2.896
H 1.685 0.903 0.554
H 0.588 -0.159 1.181
H 2.161 -0.622 0.941
H 1.999 -0.495 -1.429
H 0.671 -1.502 -0.824
H -0.868 0.414 -0.931
H 0.460 1.499 -1.329
H -0.414 -0.688 -3.086
H -0.575 0.915 -3.360
C -1.530 -0.710 2.648
C -1.253 0.518 2.237
H -2.203 -1.349 2.092
H -1.123 -1.126 3.555
H -1.621 0.965 1.323
H -0.621 1.165 2.841

For the HOMO-LUMO gap, the calculation gives 10.07 eV. As for the total charge: +1. Its energy above the lowest of the compared OMol25 structures with the same formula, charge and spin is 175.8 kJ/mol. As for the multiplicity: 1.


Record 4
DFT (wB97M-V/def2-TZVPD) results for a cluster of 2 separate species, C4H13N2 in total.

Atoms and positions in Å:
C 0.834 -1.278 -1.902
N 1.582 -1.271 -0.633
C -0.501 -0.563 -1.730
N -0.846 -0.412 -0.245
C -0.805 1.127 2.614
C -0.267 2.103 1.590
H 0.659 -2.303 -2.307
H 1.249 -0.651 -2.730
H 2.554 -0.881 -0.621
H 0.848 -0.683 -0.084
H -1.360 -0.981 -2.218
H -0.513 0.499 -2.187
H -1.839 1.623 2.970
H -0.789 -1.439 -0.129
H -0.200 1.108 3.501
H -1.058 0.033 2.439
H -0.282 3.125 2.096
H -0.823 2.049 0.618
H 0.833 1.948 1.361

For the HOMO-LUMO gap, the calculation gives 4.56 eV. As for the total charge: +1. Its energy above the lowest of the compared OMol25 structures with the same formula, charge and spin is 819.1 kJ/mol. As for the multiplicity: 1.


Record 5
DFT (wB97M-V/def2-TZVPD) results for a cluster of 2 separate species, C4H13N2O in total.

Atoms and positions in Å:
C -0.371 -2.579 -0.381
C -0.096 -1.179 -0.902
C 0.909 -0.408 -0.041
N -0.955 1.634 0.952
C -0.448 0.632 1.783
N 0.526 -0.258 1.342
H -0.780 -2.553 0.625
H -1.094 -3.102 -1.006
H 0.536 -3.185 -0.358
H -1.028 -0.608 -0.977
H 0.294 -1.233 -1.926
H 1.094 0.582 -0.465
H 1.869 -0.927 -0.068
H -1.753 2.135 1.284
H -0.467 1.979 0.141
H -0.832 0.557 2.784
H 0.704 -1.063 1.913
H 1.323 3.329 -1.219
H 0.089 3.360 -2.119
O 0.479 2.886 -1.365

For the HOMO-LUMO gap (spin up / spin down), the calculation gives 4.71 / 8.84 eV. Its energy above the lowest of the compared OMol25 structures with the same formula, charge and spin is 0.0 kJ/mol. Its expectation value of S² is 0.7533. As for the multiplicity: 2.


Record 6
DFT (wB97M-V/def2-TZVPD) results for a cluster of 2 separate species, C4H13N2O in total.

Atoms and positions in Å:
C 2.859 -0.353 1.075
C 2.069 -0.723 -0.192
C 0.587 -0.324 -0.219
C -0.388 -1.251 -0.078
N -1.766 -1.119 -0.595
N 0.331 0.986 -0.461
H 3.434 -1.245 1.324
H 2.358 0.068 1.951
H 3.693 0.310 0.925
H 2.075 -1.788 -0.357
H 2.527 -0.250 -1.071
H -0.272 -2.093 0.607
H -2.166 -2.058 -0.747
H -2.392 -0.747 0.141
H -1.842 -0.623 -1.480
H -0.501 1.309 0.010
H 1.080 1.582 -0.764
H -2.522 2.951 0.024
H -3.756 2.142 0.306
O -2.802 2.116 0.403

For the HOMO-LUMO gap, the calculation gives 9.30 eV. As for the total charge: +1. Its energy above the lowest of the compared OMol25 structures with the same formula, charge and spin is 219.6 kJ/mol. As for the multiplicity: 1.


Record 7
DFT (wB97M-V/def2-TZVPD) results for a cluster of 2 separate species, C4H13N2O in total.

Atoms and positions in Å:
C 1.606 -1.058 -2.172
C 0.953 -1.709 -0.980
O 1.029 -1.236 0.158
N 0.253 -2.826 -1.240
H 1.900 -0.046 -1.929
H 0.941 -1.069 -3.036
H -0.259 -3.331 -0.535
H 0.064 -3.122 -2.187
H 2.457 -1.627 -2.539
C -1.093 1.318 0.768
C -1.814 1.827 2.032
N 0.387 1.194 1.001
H -1.504 0.332 0.570
H -1.208 1.986 -0.079
H -2.309 2.764 1.802
H -1.122 2.014 2.847
H 0.696 1.826 1.742
H 0.620 0.204 1.204
H 0.950 1.458 0.195
H -2.548 1.101 2.382

For the HOMO-LUMO gap, the calculation gives 11.04 eV. As for the total charge: +1. Its energy above the lowest of the compared OMol25 structures with the same formula, charge and spin is 48.5 kJ/mol. As for the multiplicity: 1.


Record 8
DFT (wB97M-V/def2-TZVPD) results for the ion C4H13N2O with charge +1.

Atoms and positions in Å:
N -0.103 1.247 -1.560
C -0.138 0.668 -0.063
C -1.227 -0.423 -0.070
C -1.276 -1.105 1.265
O -1.742 -2.453 1.269
C 1.314 0.121 0.081
N 2.378 0.898 -0.527
H 0.884 1.340 -1.604
H -0.607 2.069 -1.989
H -0.345 0.519 -2.269
H -0.370 1.527 0.629
H -1.021 -1.153 -0.844
H -2.143 0.061 -0.379
H -1.825 -0.521 1.966
H -0.224 -1.067 1.697
H -2.063 -2.919 2.066
H 1.311 -0.026 1.182
H 1.314 -0.868 -0.225
H 2.658 1.709 -0.029
H 3.227 0.375 -0.595

For the HOMO-LUMO gap, the calculation gives 10.39 eV. As for the total charge: +1. As for the SMILES: NC[C@@H]([NH3+])CCO. Its energy above the lowest of the compared OMol25 structures with the same formula, charge and spin is 249.8 kJ/mol. As for the multiplicity: 1.


Record 9
DFT (wB97M-V/def2-TZVPD) results for a cluster of 2 separate species, C4H13N2O in total.

Atoms and positions in Å:
C -0.513 0.005 -2.679
C -1.669 -0.528 -1.854
N 0.688 0.154 -1.719
H -0.227 -0.803 -3.351
H -0.646 0.935 -3.204
H -1.907 -1.504 -2.264
H -2.557 0.108 -1.715
H 1.472 0.593 -2.191
H 0.374 0.533 -0.810
H 0.973 -0.783 -1.440
H -1.597 -0.600 -0.760
C 1.736 -0.049 2.307
C 0.365 0.485 2.017
O 0.004 0.977 0.940
N -0.593 0.412 2.989
H 2.397 0.156 1.481
H 1.704 -1.120 2.527
H -1.423 0.919 2.724
H -0.485 -0.285 3.705
H 1.903 0.395 3.296

For the HOMO-LUMO gap, the calculation gives 10.62 eV. As for the total charge: +1. Its energy above the lowest of the compared OMol25 structures with the same formula, charge and spin is 105.2 kJ/mol. As for the multiplicity: 1.


Record 10
DFT (wB97M-V/def2-TZVPD) results for a cluster of 2 separate species, C4H13N2O in total.

Atoms and positions in Å:
C 2.927 -0.314 0.787
C 1.801 -1.340 0.494
N 0.988 -1.000 -0.720
H 3.411 -0.803 1.661
H 3.682 -0.280 -0.025
H 2.363 0.605 1.051
H 2.273 -2.290 0.310
H 1.146 -1.292 1.332
H 0.358 -0.154 -0.499
H 0.392 -1.756 -0.981
H 1.572 -0.713 -1.534
C -1.736 0.384 0.808
N -0.855 1.077 -0.019
C -1.115 1.391 -1.462
O -2.761 -0.153 0.414
H -1.398 0.380 1.844
H -0.443 1.902 0.410
H -1.363 0.403 -1.921
H -0.204 1.812 -1.935
H -1.890 2.144 -1.619

For the HOMO-LUMO gap, the calculation gives 10.78 eV. As for the total charge: +1. Its energy above the lowest of the compared OMol25 structures with the same formula, charge and spin is 176.4 kJ/mol. As for the multiplicity: 1.


Which value of multiplicity does entry 5 give?
2


Among the records above, which one has the highest multiplicity?
number 5


Among the records above, which one has the highest multiplicity?
number 5


multiplicity of number 10 (C4H13N2O)?
1